1.
15
Properties=species:S:1:pos:R:3:forces:R:3:nbo_charge:R:1 method="wB97M-V/def2-TZVPD" energy_ev=-8390.1683 charge=-1 largest_force_ev_per_a=2.4 homo_energy_ev=-3.79 relative_energy_kcal_mol=7.5
C 2.466383 -0.149846 -0.406935 0.2868 -0.4830 0.1898 -0.610
C 2.803240 1.090453 0.412556 -0.4830 -0.5696 0.3686 -0.611
H 3.106679 -0.970211 -0.062839 -0.3015 -0.1431 0.0028 0.182
H 1.419060 -0.428022 -0.284603 0.0365 -0.0187 0.0655 0.252
H 2.670589 -0.062802 -1.475464 0.0291 0.3172 -0.0241 0.181
H 3.871894 1.141299 0.622685 0.1417 0.6075 -0.5872 0.180
H 2.378704 0.992827 1.413412 -0.3299 -0.0597 -0.0844 0.218
H 2.323914 1.955479 -0.042145 0.5361 0.3428 0.0997 0.204
C -1.767632 0.608147 -1.015008 -0.3556 -0.9413 -0.9943 -0.750
C -1.521467 -0.433845 0.156061 1.0560 2.1126 0.4977 0.769
O -0.896168 0.075887 1.137732 -0.4582 -0.6260 -0.4572 -0.814
O -1.881051 -1.598141 -0.039118 -0.2474 -0.3678 -0.1050 -0.768
H -0.853408 0.771211 -1.600001 0.1735 -0.3007 0.2295 0.190
H -2.115981 1.622937 -0.823882 -0.1410 -0.1310 0.7632 0.189
H -2.473080 0.125197 -1.709125 0.0569 0.2608 0.0353 0.188

***

2.
15
Properties=species:S:1:pos:R:3:forces:R:3:nbo_charge:R:1 method="wB97M-V/def2-TZVPD" energy_ev=-8388.0513 charge=-1 largest_force_ev_per_a=1.3 smiles=[O-]CCCCO homo_energy_ev=-2.37 relative_energy_kcal_mol=56.3
O 0.904825 0.206521 1.869420 0.4104 -0.2583 -0.0091 -0.941
C 0.137388 1.166819 1.386181 -0.9716 -0.0617 -0.0944 0.005
C 0.235664 1.464853 -0.131402 0.4576 -0.1032 -0.1906 -0.432
C -0.252225 0.340050 -1.064324 0.5828 -0.5129 0.6769 -0.429
C -0.255918 -1.040418 -0.407832 -1.1347 -0.5693 -0.3217 -0.070
O -0.630136 -2.051739 -1.417513 0.2178 0.6422 0.2171 -0.761
H -0.985124 0.985884 1.537825 0.0866 -0.0127 -0.0135 0.036
H 0.250742 2.166493 1.854421 0.2473 0.4515 0.2646 0.069
H 1.283819 1.692099 -0.373451 -0.0278 -0.1194 0.1616 0.175
H -0.315156 2.384228 -0.317214 -0.2795 0.2348 -0.1869 0.169
H 0.429844 0.261967 -1.921939 -0.2359 0.1900 -0.2489 0.167
H -1.281641 0.497609 -1.401787 0.1368 0.1457 -0.1883 0.185
H 0.628497 -1.366257 0.111874 0.4953 0.3418 -0.0530 0.212
H -1.064432 -1.053222 0.320485 0.0628 -0.0916 0.1810 0.172
H -0.338074 -1.641211 -2.236563 -0.0479 -0.2769 -0.1949 0.444

***

3.
16
Properties=species:S:1:pos:R:3:forces:R:3:nbo_charge:R:1 method="wB97M-V/def2-TZVPD" energy_ev=-17674.8245 largest_force_ev_per_a=4.5 smiles="CC(C)=[PH2]OC=O" homo_energy_ev=-8.75 relative_energy_kcal_mol=96.7
C 0.761441 0.502672 -0.995361 -3.3844 -1.7640 -2.0945 -0.702
C -0.047279 -0.055569 0.135944 -1.1465 2.0846 0.6513 0.168
C 0.635422 0.059408 1.420210 0.1829 0.4735 2.1169 -0.743
P -1.093746 -1.552766 0.092283 0.9171 -0.4345 -0.2980 0.499
O -2.869936 -0.343295 0.252778 -0.2646 0.9839 -0.2063 -0.671
C -2.504574 0.831324 0.195960 -3.5099 1.8578 2.1505 0.672
O -1.376862 1.364035 0.168862 3.3929 -1.7792 -0.3940 -0.578
H 1.713743 0.080352 -1.052360 1.4713 -1.1573 -0.0333 0.230
H 0.913962 1.534946 -0.946157 -0.1727 1.6903 0.2834 0.238
H 0.144853 0.221955 -1.928926 1.3734 0.7337 1.0118 0.225
H 0.025352 -0.244545 2.312091 0.6599 -0.2369 -0.9421 0.235
H 0.930723 1.076030 1.660778 0.1865 0.3188 -0.3101 0.238
H 1.575252 -0.505136 1.302859 -0.3685 -0.0865 0.4076 0.251
H -1.459756 -1.157368 -1.170966 -0.1214 -0.8543 -1.1597 -0.046
H 0.200610 -2.006276 -0.345461 0.4232 -0.6719 -0.3415 -0.112
H -3.269446 1.673838 0.433658 0.3608 -1.1580 -0.8420 0.095

***

4.
16
Properties=species:S:1:pos:R:3:forces:R:3:nbo_charge:R:1 method="wB97M-V/def2-TZVPD" energy_ev=-19225.9627 charge=-1 largest_force_ev_per_a=0.6 homo_energy_ev=-4.65 relative_energy_kcal_mol=4.3
C 1.726817 0.290674 -1.047018 0.2626 0.0989 0.0028 -0.610
C 0.353143 0.881590 -0.795353 -0.4397 0.0724 0.0963 -0.418
C 0.052850 1.036524 0.694505 0.3734 -0.1754 -0.3120 -0.512
S -1.640476 1.587185 1.019567 -0.2550 -0.4738 -0.0271 -0.190
H 2.530523 0.951776 -0.707223 -0.0052 0.0575 -0.0144 0.176
H 1.889811 0.078721 -2.103751 -0.0033 0.0780 -0.1011 0.195
H 1.832908 -0.654396 -0.520109 -0.1105 -0.1406 0.1002 0.232
H 0.200537 1.852794 -1.277232 0.2049 -0.0082 -0.1053 0.178
H -0.402165 0.210450 -1.207247 -0.0271 -0.0646 0.0503 0.238
H 0.733530 1.757430 1.153419 -0.0212 0.0671 0.0187 0.189
H 0.234104 0.066426 1.156163 -0.1605 0.0386 0.1902 0.232
O -0.175313 -2.427013 0.404237 0.1810 -0.1369 -0.0131 -0.767
C -1.328126 -2.112069 0.732956 -0.0726 0.3378 -0.1141 0.632
O -2.141470 -1.368208 0.120668 -0.0381 -0.1570 0.0309 -0.808
H -1.690897 -2.503247 1.716700 -0.0622 -0.1274 0.0603 0.006
H -2.175770 0.351366 0.659720 0.1735 0.5336 0.1372 0.229

***

5.
16
Properties=species:S:1:pos:R:3:forces:R:3:nbo_charge:R:1 method="wB97M-V/def2-TZVPD" energy_ev=-10436.5604 charge=-1 largest_force_ev_per_a=3.8 homo_energy_ev=-3.61 relative_energy_kcal_mol=43.9
C 1.324595 -0.865582 0.035991 -0.3335 -3.0606 1.1247 -0.082
C 1.563152 0.557621 -0.396822 -2.0005 -0.0223 0.2654 -0.689
O 1.949964 -1.153562 1.329750 -0.2884 1.4656 -0.4141 -0.736
H 0.227813 -1.184457 0.211340 1.3947 1.2746 -0.7302 0.210
H 1.709270 -1.705563 -0.589994 0.0634 1.0170 -0.1431 0.158
H 1.552117 0.653764 -1.478693 -0.8433 0.2880 -0.0670 0.214
H 1.713588 -0.317981 1.770933 0.2507 -0.7070 0.6074 0.458
H 2.399140 1.118628 -0.106513 2.2857 -0.3630 0.6796 0.208
H 0.828262 1.124496 0.209853 -0.5101 0.0558 -1.2094 0.253
C -1.803119 0.428469 -0.838123 0.2102 -0.6725 1.8249 -0.827
C -1.989155 0.080478 0.828988 0.4850 1.3050 -3.4966 0.818
O -1.459725 0.916127 1.584960 -0.1489 -0.8008 0.5037 -0.791
O -2.722742 -0.902847 0.902280 -0.1680 -0.5479 1.5532 -0.771
H -1.350360 -0.420026 -1.342825 -0.1138 -0.5130 0.0616 0.179
H -1.068368 1.231549 -0.999453 -1.1102 0.4369 -0.1714 0.186
H -2.874433 0.438887 -1.121671 0.8270 0.8442 -0.3885 0.211

***

6.
16
Properties=species:S:1:pos:R:3:forces:R:3:nbo_charge:R:1 method="wB97M-V/def2-TZVPD" s2=0.766 spin_multiplicity=2 energy_ev=-10432.7933 largest_force_ev_per_a=5.7 homo_energy_ev="-9.57 / -10.26" relative_energy_kcal_mol=34.2
O -1.012120 0.164923 2.337531 0.0313 0.4594 0.0365 -0.501
C -1.165023 -0.223639 1.179668 0.6998 0.7668 1.5812 0.258
C -0.386122 0.235635 0.115177 0.2853 2.2136 -0.0882 -0.084
C -0.174354 -0.557021 -1.084530 1.4106 1.6776 -0.6091 -0.536
C 0.706943 -1.707559 -0.827878 -1.2346 -5.4830 -0.2870 -0.037
O 2.016730 -1.422308 -0.724590 2.1967 1.2289 0.7441 -0.691
H -1.917030 -0.920739 1.000039 -1.4651 -1.8028 -0.5769 0.124
H 1.986265 -1.143940 0.184010 1.6290 0.6797 0.7011 0.463
H -0.046282 1.283368 0.249300 0.3173 -1.2040 -0.5099 0.192
H -1.051761 -0.921761 -1.453781 -2.9151 -1.2087 -0.6919 0.236
H 0.207435 -0.001393 -1.956514 0.2853 0.0955 0.5660 0.238
H 0.465721 -2.342482 0.186617 -0.4398 1.3526 -2.4039 0.148
H 0.693421 -2.452558 -1.705201 -0.7555 0.9189 1.1877 0.184
H -0.362265 3.904620 0.302047 -2.6387 0.8418 -3.0096 0.474
H -0.068861 2.583182 1.235655 -0.4311 1.9530 -0.7442 0.486
O 0.107298 3.521670 0.962452 3.0244 -2.4893 4.1042 -0.955

***

7.
16
Properties=species:S:1:pos:R:3:forces:R:3:nbo_charge:R:1 method="wB97M-V/def2-TZVPD" s2=0.755 spin_multiplicity=2 energy_ev=-10434.0180 largest_force_ev_per_a=0.8 homo_energy_ev="-10.13 / -10.12" relative_energy_kcal_mol=5.9
C 1.105447 0.030082 -0.815781 -0.1121 0.0463 0.7835 -0.060
C 2.378028 0.056762 -1.628305 -0.2553 0.0968 -0.1499 -0.623
O 1.416717 -0.389238 0.506993 0.3187 -0.2230 0.2201 -0.739
H 0.652794 1.023103 -0.716610 0.0105 0.1186 -0.4800 0.149
H 0.362280 -0.634620 -1.266611 0.0567 -0.0751 -0.0514 0.159
H 2.936786 -0.867359 -1.491719 -0.1191 -0.1113 -0.0728 0.218
H 0.643938 -0.798051 0.913314 0.3124 0.1175 -0.2663 0.472
H 3.031761 0.875062 -1.331676 -0.0587 0.0794 -0.0218 0.211
H 2.090673 0.165863 -2.675590 0.3107 0.0643 -0.0699 0.206
C -2.441676 0.531426 0.864132 0.2839 -0.3390 0.0027 -0.677
C -1.659197 -0.522813 1.704058 -0.3906 0.7157 0.2295 0.719
O -1.572143 -0.422572 2.894492 0.1991 -0.4016 0.0162 -0.548
O -1.147724 -1.381794 0.876603 -0.3631 -0.2063 0.0567 -0.228
H -2.809911 0.148176 -0.081875 -0.0373 0.0827 -0.0229 0.235
H -1.748823 1.356525 0.710837 -0.0179 0.0079 -0.0830 0.249
H -3.238951 0.829448 1.537739 -0.1378 0.0270 -0.0906 0.257

***

8.
17
Properties=species:S:1:pos:R:3:forces:R:3:nbo_charge:R:1 method="wB97M-V/def2-TZVPD" energy_ev=-21270.9498 charge=-1 largest_force_ev_per_a=5.5 homo_energy_ev=-3.00 relative_energy_kcal_mol=70.7
C -0.038074 -1.006297 -1.511748 0.1461 2.0879 1.8857 -0.700
C -0.760339 -1.280063 0.910441 2.8342 0.9920 0.6833 -0.662
C -0.546670 2.104929 0.413584 0.4209 -4.1847 3.5391 -0.244
C -0.094114 -0.293218 -0.168349 -0.5920 -0.6369 2.0352 0.087
O 2.395926 -1.149195 0.382276 -0.0858 0.1655 -0.8363 -1.055
O 2.041395 1.220817 -0.625101 0.1625 -1.2414 0.1776 -1.068
O -0.937729 0.851394 -0.202748 -1.0074 1.3709 -0.7778 -0.602
S 1.691302 0.172030 0.414884 -0.6617 0.8679 0.4875 1.437
H 0.270806 -0.188755 -2.142606 -0.2769 -0.1193 -1.0986 0.230
H 0.836055 -1.582930 -1.277698 0.1715 -1.4825 -0.7397 0.251
H -1.034139 -1.433141 -1.620154 0.4082 -0.3804 -0.7942 0.196
H -0.054392 -1.254303 1.866033 -1.8494 -0.0819 -1.5999 0.209
H -1.782076 -0.942547 1.070653 0.0819 -0.0331 0.3185 0.205
H -0.745532 -2.297097 0.525098 -0.0014 -0.1282 0.0993 0.195
H -1.332553 2.762060 0.687457 -1.4162 0.1297 -0.2915 0.161
H 0.164126 2.564428 -0.144063 2.1664 1.4670 -1.6119 0.197
H -0.073990 1.751888 1.422038 -0.5011 1.2074 -1.4763 0.163

***

9.
17
Properties=species:S:1:pos:R:3:forces:R:3:nbo_charge:R:1 method="wB97M-V/def2-TZVPD" energy_ev=-12484.4498 charge=-1 largest_force_ev_per_a=3.8 homo_energy_ev=-4.43 relative_energy_kcal_mol=45.4
O 1.360207 2.261897 -0.489684 2.1352 1.7409 -1.3733 -0.730
C 0.753928 1.410541 0.094292 -0.3457 -2.2208 0.5197 0.801
O -0.448728 1.521776 0.472572 0.2531 -1.0066 0.4856 -0.849
C 1.581156 -0.079739 0.368297 -2.8270 1.5184 0.3984 -0.551
C 0.580909 -1.217739 -0.006539 -2.7186 1.9745 1.7268 -0.421
C -0.111275 -1.209702 -1.363154 3.3176 -0.6489 -0.8823 -0.070
O -1.062570 -2.211574 -1.476562 -2.7911 -1.1606 0.1624 -0.751
H 2.562430 -0.192782 -0.161269 -0.8598 0.4847 0.6449 0.199
H 1.613042 -0.026257 1.505065 0.6240 -0.4903 -1.3673 0.213
H 1.010270 -2.125624 0.312050 0.3004 -1.5770 -0.1898 0.186
H -0.417933 -1.104409 0.588172 2.2318 -0.1158 0.0246 0.190
H -0.447152 -0.176010 -1.541914 0.1106 -0.4956 -0.4685 0.200
H 0.645386 -1.686174 -2.065128 -0.4184 1.7487 -0.0586 0.146
H -2.012620 -1.963718 -1.426005 1.2956 0.3197 0.2104 0.470
H -1.883583 -0.266666 1.226763 -0.4372 -0.1841 0.6343 0.454
H -1.309837 0.859280 1.867642 -0.7503 -0.9517 0.5326 0.513
O -1.922447 0.085675 2.135829 0.8798 1.0644 -0.9999 -1.000

***

10.
15
Properties=species:S:1:pos:R:3:forces:R:3:nbo_charge:R:1 method="wB97M-V/def2-TZVPD" energy_ev=-15628.8867 largest_force_ev_per_a=2.8 smiles="C/C=C(/C)OP" homo_energy_ev=-8.45 relative_energy_kcal_mol=17.2
C -1.432953 1.846122 -0.059849 0.0047 -0.0971 -0.0191 -0.643
C -1.366682 0.341862 -0.041084 2.5786 1.0409 -0.0237 -0.273
C -0.145421 -0.247984 -0.048494 -0.2210 -0.5028 0.0418 0.342
C -0.037554 -1.743189 -0.088669 0.1564 0.2475 0.0137 -0.664
O 1.062881 0.493367 -0.083865 -0.3571 0.3214 -0.1245 -0.827
P 2.767455 0.347503 0.035626 -2.3012 -0.5839 0.0481 0.708
H -1.357394 2.219813 -1.083559 -0.1010 0.0660 -0.0231 0.213
H -2.347023 2.234652 0.379084 -0.1143 0.0101 0.0413 0.209
H -0.577747 2.252153 0.481557 -0.1030 0.0606 0.0048 0.224
H -2.261257 -0.243920 -0.080830 -0.1379 -0.3592 0.0314 0.210
H -1.042982 -2.166636 -0.075389 0.1453 -0.0056 0.0230 0.225
H 0.516210 -2.125614 0.767544 0.0999 -0.0905 0.0350 0.215
H 0.458797 -2.066169 -1.001966 0.1288 -0.1148 -0.0575 0.214
H 2.841789 -0.168185 1.351192 0.1039 0.0771 0.2257 -0.075
H 2.921880 -0.973778 -0.451291 0.1179 -0.0696 -0.2169 -0.077

***

11.
16
Properties=species:S:1:pos:R:3:forces:R:3:nbo_charge:R:1 method="wB97M-V/def2-TZVPD" s2=2.008 spin_multiplicity=3 energy_ev=-26461.3618 largest_force_ev_per_a=5.1 homo_energy_ev="-5.21 / -9.38" relative_energy_kcal_mol=40.5
C 0.552778 -0.960989 -0.030817 -0.0966 -0.1675 0.2412 -0.468
C 0.674137 0.573309 -0.113008 -0.0049 0.1139 -0.1714 -0.394
C -0.121021 -1.468761 1.200565 4.2242 1.1940 0.5224 -0.515
C -0.573112 1.253563 -0.646204 -0.3229 0.3110 0.3939 -0.512
O -2.563825 -2.447871 2.267890 -0.3372 -1.1577 2.1072 -0.969
P -1.715777 -1.951002 1.182141 -4.4296 0.4303 -2.5382 1.269
S -1.974904 1.216298 0.521980 -0.1200 -0.0978 -0.2884 0.007
H 0.016075 -1.308699 -0.916105 0.0583 -0.0847 -0.1038 0.211
H 1.563629 -1.375698 -0.073530 0.0009 -0.0632 -0.0182 0.236
H 0.918064 0.985751 0.871366 0.1052 -0.0305 -0.1171 0.207
H 1.493505 0.825005 -0.792910 0.0583 -0.0579 0.0734 0.217
H 0.372567 -1.351883 2.158068 0.0393 -0.0359 -0.0560 0.226
H -1.281886 1.544848 1.607640 0.1758 0.1535 0.2216 0.117
H -0.390658 2.304112 -0.882787 0.1425 -0.1678 -0.0816 0.225
H -0.947116 0.755641 -1.541812 0.0647 0.0484 -0.0425 0.220
H -2.221493 -2.106450 -0.106825 0.4419 -0.3881 -0.1423 -0.076

***

12.
14
Properties=species:S:1:pos:R:3:forces:R:3:nbo_charge:R:1 method="wB97M-V/def2-TZVPD" energy_ev=-13578.4515 largest_force_ev_per_a=6.1 homo_energy_ev="-6.89 / -8.10" relative_energy_kcal_mol=65.7
C 0.642532 0.132667 -0.512491 2.2316 2.2054 -0.3260 -0.133
C -0.380208 -0.345660 0.201345 -4.8054 -2.0936 3.2074 -0.385
C 1.408698 1.301379 0.064020 1.8727 -0.2780 -1.1604 -0.664
C -0.850754 -1.821733 -0.103582 0.4888 2.1415 -0.9525 -0.627
P -2.211796 0.830404 -0.092936 1.7310 1.0611 0.1082 0.128
H 1.060715 -0.441810 -1.319139 -0.0556 0.1209 -0.5385 0.201
H -0.351155 -0.174662 1.317396 0.2045 -0.0902 -1.1682 0.226
H 1.924444 1.819720 -0.819948 -0.8429 -0.1494 1.4485 0.224
H 2.303884 0.918983 0.695173 -1.4827 0.5666 -0.6818 0.221
H 0.746011 1.963443 0.662148 0.6754 -0.3473 -0.4792 0.230
H -1.671737 -2.162943 0.528839 -0.0730 0.1791 -0.4238 0.223
H 0.049633 -2.290949 0.205419 0.6269 -1.4393 -0.0670 0.210
H -1.000314 -1.905669 -1.229270 -0.0790 -0.2610 1.5694 0.213
H -1.669949 2.176829 0.403027 -0.4922 -1.6157 -0.5360 -0.068